The following is a quantum chemistry calculation of 3 unconnected molecules or ions with the total composition C12H15F16O5P2 in a non-equilibrium geometry, from the Open Molecules 2025 dataset.

CARTESIAN COORDINATES (ANGSTROEM)
P1 0.5100 -3.7425 4.6664
P2 1.8425 -1.9942 4.4578
F1 1.7234 -3.6124 -0.9514
F2 2.6658 -1.6430 -2.5751
F3 1.4004 -2.4382 -4.8276
F4 -1.8609 6.7238 -3.7421
F5 -1.5813 1.1307 -0.8638
F6 -0.1347 -1.5396 1.1936
F7 -0.2283 4.7296 -1.3521
F8 0.2416 -3.0126 -3.0717
F9 -1.7227 1.1105 -3.6041
F10 0.3340 -4.2079 0.6318
F11 -2.3285 3.1854 -0.8346
F12 -0.7169 -2.1381 -0.8094
F13 -0.3347 2.5721 -2.8018
F14 -2.8100 5.4665 -2.2379
F15 1.9169 -0.0087 -3.8052
F16 -0.6778 6.8635 -1.3362
O1 2.7862 -1.8882 5.7220
O2 0.9407 -0.6936 4.4594
O3 2.5316 -2.1874 3.2149
O4 1.1218 -0.9144 -0.4800
O5 -2.3092 3.2189 -3.6453
C1 0.8814 -0.3375 -1.7553
C2 -1.6719 4.4278 -4.0216
C3 0.3488 -1.9322 -0.0183
C4 1.1612 -3.2103 0.1965
C5 -1.7100 5.5849 -3.0125
C6 -0.3938 -3.6295 6.1908
C7 -1.6441 2.2804 -2.9185
C8 0.2709 -3.8429 7.3762
C9 -2.3031 2.0541 -1.5571
C10 1.5358 -1.0136 -2.9676
C11 -0.4709 5.7994 -2.1427
C12 0.6667 -1.9565 -3.7998
H1 0.4527 -2.9844 8.0074
H2 -0.6680 4.2552 -4.4087
H3 0.4088 6.0000 -2.7605
H4 1.2424 -4.9364 4.5417
H5 0.5815 -4.8196 7.7230
H6 1.3471 0.6430 -1.6844
H7 -0.1982 -1.4271 -4.2099
H8 -0.4267 -3.5847 3.6322
H9 2.2707 -1.4492 6.4183
H10 -0.1719 -0.1435 -1.9187
H11 -1.4508 -3.4046 6.1387
H12 -3.3267 1.6957 -1.6790
H13 1.9476 -3.0594 0.9384
H14 0.2657 -0.7626 5.1561
H15 -2.2552 4.7733 -4.8724

Net charge   +1
HOMO level   -13.40 eV
Multiplicity   1
HOMO-LUMO gap   7.16 eV

The following is a quantum chemistry calculation of a molecular structure, C3H9O3 in a non-equilibrium geometry, from the Open Molecules 2025 dataset.

CARTESIAN COORDINATES (ANGSTROEM)
O1 -2.4277 -1.5509 -1.2965
O2 1.1817 1.3724 1.0074
O3 3.0468 -0.0812 1.1605
C1 -1.6664 -0.5147 -1.3051
C2 -0.7542 -0.4329 -0.0268
C3 -0.0940 0.9589 0.0359
H1 -0.8061 1.7882 0.2884
H2 -0.9477 -0.6427 -2.1609
H3 0.0367 -1.2040 0.0092
H4 0.3808 1.3592 1.6103
H5 2.9322 -0.8229 1.7267
H6 -2.0340 0.5458 -1.3743
H7 0.4810 1.1581 -0.8785
H8 2.0244 0.5082 0.7442
H9 -1.3856 -0.6816 0.8387

Net charge   -1
HOMO level   -2.89 eV
Multiplicity   1
Relative energy (zero: lowest compared OMol25 entry of this formula, charge and spin)   343.5 kJ/mol
HOMO-LUMO gap   6.35 eV

The following is a quantum chemistry calculation of a single C6H10O molecule in a non-equilibrium geometry, from the Open Molecules 2025 dataset.

CARTESIAN COORDINATES (ANGSTROEM)
O1 -1.3000 -1.2518 -0.8047
C1 0.3432 0.4781 -0.7582
C2 0.2832 1.9731 -0.6048
C3 -0.0067 -1.0798 -0.7203
C4 -0.2115 0.9598 0.4617
C5 0.3898 -1.1309 0.8462
C6 0.6233 0.2324 1.3906
H1 0.5449 -1.6073 -1.3526
H2 1.7417 0.4092 1.1743
H3 -1.2710 0.8949 0.7812
H4 0.4703 0.5774 2.5596
H5 1.2993 0.4071 -0.1601
H6 -1.7895 -1.1597 -1.7540
H7 -0.7386 2.5518 -1.0462
H8 -0.4414 -1.4644 1.5429
H9 0.9675 -1.9257 1.3366
H10 1.0887 2.7340 -0.3353

SMILES   O[C@@H]1CC[C@H]2C[C@@H]21
HOMO level   -8.78 eV
Multiplicity   1
Relative energy (zero: lowest compared OMol25 entry of this formula, charge and spin)   670.9 kJ/mol
HOMO-LUMO gap   9.51 eV

The following is a quantum chemistry calculation of 8 unconnected molecules or ions with the total composition C30H38F30N9O22S10 in a non-equilibrium geometry, from the Open Molecules 2025 dataset.

CARTESIAN COORDINATES (ANGSTROEM)
S1 -7.7385 -4.1454 -2.2347
S2 -1.3938 -1.6373 -1.8803
S3 2.7363 5.1081 -1.3750
S4 2.4435 -1.6417 -5.1151
S5 2.6585 -7.5148 -2.6872
S6 2.7389 7.6635 -0.8115
S7 -0.9202 0.4707 -0.5706
S8 -6.2575 -6.1693 -1.5769
S9 0.6414 -3.2352 -5.9370
S10 0.5129 -7.5617 -1.2437
F1 -2.6969 -3.7248 -0.8543
F2 5.0552 -1.1453 -5.8637
F3 1.1831 9.6082 -1.7779
F4 1.9045 2.6489 -1.7692
F5 -7.2671 -7.8425 0.2575
F6 -7.9231 -3.9164 0.4037
F7 0.4940 3.8471 -0.7142
F8 -0.6791 -5.3712 -2.2559
F9 2.2473 3.1264 0.3409
F10 1.5649 8.1029 -3.2622
F11 -5.3338 -8.4032 -0.5864
F12 3.9827 0.6091 -5.1843
F13 3.9726 -5.1779 -3.2458
F14 1.9134 -5.4029 -5.1829
F15 1.1655 -5.5554 -7.1995
F16 -8.2819 -2.0175 -0.6622
F17 -0.6086 2.2484 1.3523
F18 -7.1129 -8.7072 -1.7246
F19 -2.5327 -3.7091 -3.0156
F20 4.8010 -6.8781 -4.1907
F21 3.5495 -0.1993 -7.0964
F22 0.1476 7.7386 -1.6001
F23 5.0255 -6.5846 -1.9942
F24 -3.9512 -2.3691 -2.0935
F25 -0.1929 -5.6654 -5.4920
F26 -0.5888 0.2079 2.0975
F27 -2.0562 -6.9515 -1.6962
F28 -9.7776 -3.5767 -0.5930
F29 -1.1285 -5.8439 -0.1383
F30 -2.4449 1.1586 1.5226
O1 0.6938 -7.7546 0.1688
O2 2.0316 -7.7030 -3.9837
O3 -8.7155 -3.8680 -3.2700
O4 2.8225 -2.3056 -3.8763
O5 -5.6449 -5.4139 -0.4862
O6 3.1997 -8.7106 -2.0937
O7 -1.4511 -0.9561 -3.1485
O8 2.2821 5.5070 -2.6820
O9 0.0990 -8.7406 -1.9592
O10 -0.2954 -2.9712 -7.0062
O11 2.6468 8.6276 0.2856
O12 4.1241 4.7330 -1.2643
O13 -0.2103 -2.4734 -1.6790
O14 4.0124 7.7555 -1.4812
O15 1.4480 -0.6071 -4.9665
O16 0.4880 0.3395 -0.7345
O17 -6.4354 -3.5433 -2.4363
O18 -1.5604 1.5035 -1.3322
O19 0.1187 -3.0699 -4.5937
O20 -2.4966 -2.2990 3.6154
O21 4.5661 -2.6489 -0.5489
O22 -5.4346 -6.3561 -2.7472
N1 -7.7499 -5.7859 -1.8985
N2 0.7436 6.1876 3.0794
N3 2.1777 -2.6072 -6.3100
N4 2.7920 12.0638 6.2482
N5 -1.8867 -0.9249 -0.6294
N6 -4.0536 -1.5179 1.2097
N7 2.2306 6.1006 -0.2823
N8 1.7704 -6.5613 -1.8083
N9 2.1435 -3.7186 -1.5427
C1 3.0440 9.7127 5.8866
C2 -8.4647 -3.3368 -0.6644
C3 -2.7442 -2.9403 -1.9519
C4 0.7375 4.9217 2.3460
C5 1.8400 9.6688 5.1861
C6 0.5624 6.1968 4.4060
C7 -0.9368 -6.3230 -1.3886
C8 0.8969 -5.1072 -5.9750
C9 -6.5308 -7.8882 -0.8414
C10 -4.8381 -3.8194 1.1298
C11 4.2235 -6.4707 -3.0905
C12 -4.1597 -2.7966 2.0289
C13 3.3491 13.3584 6.6567
C14 3.8667 -0.5441 -5.8367
C15 3.4538 10.9124 6.4433
C16 1.8042 3.5725 -0.8333
C17 -1.1311 1.0411 1.2209
C18 1.5589 8.3733 3.0983
C19 3.5908 -3.0832 0.3657
C20 0.8915 7.3195 5.1320
C21 1.1602 10.8756 5.0072
C22 -1.1555 -2.4660 4.0111
C23 0.9829 7.3268 2.4106
C24 2.1837 -3.0531 -0.1799
C25 1.0853 -3.6234 0.7152
C26 1.5813 12.0052 5.6774
C27 1.3788 8.4590 4.4951
C28 5.7657 -3.3767 -0.3715
C29 1.3053 8.2858 -1.9947
C30 -2.7949 -3.1906 2.5327
H1 0.2251 10.8676 4.4643
H2 -2.8062 -4.1947 2.9701
H3 1.0268 12.9266 5.5609
H4 0.1124 4.1489 2.7909
H5 -4.2572 -4.1978 0.2852
H6 3.5643 -2.4234 1.2425
H7 0.3394 5.0107 1.3360
H8 1.8928 9.2194 2.5104
H9 2.1097 -4.7378 -1.3833
H10 -3.3885 -1.5292 0.4192
H11 1.7850 4.6235 2.3023
H12 4.3497 11.0368 7.0370
H13 1.1075 -2.9818 1.6037
H14 1.2282 -3.4924 -1.9606
H15 5.6293 -4.4321 -0.6402
H16 3.6185 8.7998 5.9565
H17 -1.0005 -3.5063 4.3208
H18 -4.7947 -2.4996 2.8598
H19 -1.9500 -3.2023 1.8379
H20 4.4343 13.3075 6.6340
H21 -5.0822 -4.7770 1.6014
H22 0.1051 -3.3778 0.3076
H23 0.3085 5.2783 4.9136
H24 2.9122 13.6317 7.6139
H25 6.5571 -2.9851 -1.0032
H26 3.1097 14.1026 5.8995
H27 -0.7944 -1.8781 4.8568
H28 -5.8214 -3.4794 0.8015
H29 1.9734 -2.0075 -0.4136
H30 6.0963 -3.4685 0.6693
H31 -4.9367 -1.1562 0.8509
H32 3.7939 -4.0946 0.7384
H33 1.0314 7.2545 1.3380
H34 -0.4768 -2.1864 3.2004
H35 0.7047 7.3221 6.1979
H36 1.2195 -4.6755 0.9553
H37 -3.6060 -0.7319 1.6965
H38 2.8654 -3.3970 -2.1891

Net charge   -1
HOMO level   -5.70 eV
Multiplicity   1
HOMO-LUMO gap   2.00 eV

The following is a quantum chemistry calculation of a molecular structure, C27H25BF4HfN5O4S2 in a non-equilibrium geometry, from the Open Molecules 2025 dataset.

CARTESIAN COORDINATES (ANGSTROEM)
Hf1 -0.8536 -0.0844 0.7204
S1 -2.6881 4.4313 0.3826
S2 -5.6046 -1.0516 -0.7809
F1 -1.8961 -0.8587 4.5929
F2 -1.3550 1.1248 3.5315
F3 -2.4688 -0.4941 2.3408
F4 -0.3159 -0.8023 2.8500
O1 0.0902 1.3529 -0.5939
O2 0.9562 -1.0141 0.3867
O3 0.6126 1.2383 1.5040
O4 -1.2175 -2.2654 0.8884
N1 -2.1193 1.9601 0.8322
N2 -0.8324 -1.0909 -1.6401
N3 -0.7622 3.5258 1.9827
N4 -3.1765 -0.4252 -0.2386
N5 -3.5277 -2.7400 -0.5940
C1 2.9675 2.7994 1.0893
C2 4.3635 3.9343 -0.5011
C3 -3.9569 -1.4565 -0.4886
C4 -3.9266 0.7511 -0.2836
C5 3.4924 3.5947 -1.5303
C6 3.0003 -4.1762 2.0644
C7 2.9862 -2.0012 0.9884
C8 -3.2536 2.0076 0.0149
C9 0.8974 1.6789 0.3335
C10 2.0945 2.4702 0.0563
C11 -0.5401 0.4969 -3.4703
C12 0.0000 -0.4880 -2.6582
C13 1.5834 -2.0202 0.9317
C14 1.6017 0.8027 -4.5244
C15 -1.7577 3.1948 1.1516
C16 -3.6705 3.2261 -0.3558
C17 2.3534 2.8582 -1.2537
C18 -5.2301 0.6126 -0.5698
C19 0.8975 -3.1419 1.4576
C20 -0.5244 -3.1921 1.3986
C21 -1.2839 -4.3736 1.9230
C22 4.1052 3.5364 0.8068
C23 1.3348 -0.8366 -2.7760
C24 1.6377 -4.2107 2.0219
C25 3.6710 -3.0519 1.5424
C26 2.1341 -0.1873 -3.7090
C27 0.2590 1.1393 -4.4035
B1 -1.5355 -0.2479 3.4480
H1 4.7912 3.7991 1.6015
H2 1.6664 2.5682 -2.0419
H3 1.7556 -1.6018 -2.1317
H4 3.4933 -1.1304 0.5900
H5 3.1775 -0.4628 -3.7995
H6 5.2542 4.5100 -0.7212
H7 4.7531 -3.0157 1.5848
H8 -1.7713 -1.1968 -2.0035
H9 -0.4773 -2.0122 -1.4190
H10 -2.6996 -2.9417 -0.0507
H11 -0.6253 4.4860 2.2411
H12 2.7512 2.4697 2.0982
H13 -4.2250 -3.4635 -0.6397
H14 -0.3330 2.8021 2.5376
H15 -2.3482 -4.1511 1.9272
H16 -0.9713 -4.6020 2.9423
H17 -1.5844 0.7752 -3.3593
H18 -1.0926 -5.2594 1.3111
H19 2.2253 1.3005 -5.2563
H20 -5.9916 1.3753 -0.6171
H21 3.7055 3.9022 -2.5463
H22 -4.4986 3.4823 -0.9978
H23 -0.1706 1.9044 -5.0398
H24 3.5596 -4.9941 2.4963
H25 1.1143 -5.0693 2.4248

Net charge   +1
HOMO level   -10.89 eV
Multiplicity   1
Relative energy (zero: lowest compared OMol25 entry of this formula, charge and spin)   39.7 kJ/mol
HOMO-LUMO gap   7.79 eV

The following is a quantum chemistry calculation of 3 unconnected molecules or ions with the total composition C9H23F3O11P2S in a non-equilibrium geometry, from the Open Molecules 2025 dataset.

CARTESIAN COORDINATES (ANGSTROEM)
S1 4.0507 -5.0154 2.0658
P1 1.8220 -1.0495 -1.3144
P2 -3.1629 4.9904 -0.7877
F1 0.2897 -4.0667 3.7556
F2 -1.1182 -5.7479 3.7755
F3 -0.7752 -4.6770 1.9429
O1 4.1947 -5.6619 3.5778
O2 1.7079 -2.2529 -2.1824
O3 3.0442 -6.1105 1.4245
O4 1.4974 -1.5977 0.1799
O5 -3.4221 6.5850 -0.8593
O6 -4.5815 4.7325 -0.0326
O7 -3.3031 4.2800 -2.0873
O8 -1.5168 5.1716 -0.6710
O9 3.3653 -3.7776 2.2645
O10 0.5181 -0.0920 -1.3149
O11 2.6941 -0.0123 -2.2746
C1 -2.4758 7.5179 -1.3710
C2 0.1962 0.8090 -2.3706
C3 -5.7592 5.1847 -0.6996
C4 -0.1724 -5.1120 3.0601
C5 0.2248 -2.2087 0.3821
C6 1.6595 -5.7600 1.4261
C7 0.9680 -6.0695 2.7704
C8 -0.7895 4.0619 -0.1045
C9 4.1297 -0.1402 -2.2219
H1 0.2100 0.3075 -3.3376
H2 -0.9290 3.1711 -0.7185
H3 5.1422 -5.7377 3.7313
H4 -1.1246 3.8645 0.9132
H5 -5.8157 4.7757 -1.7069
H6 0.2308 -2.6211 1.3860
H7 4.5547 0.6024 -2.8917
H8 0.2657 4.3205 -0.0839
H9 4.4316 -1.1358 -2.5509
H10 4.4989 0.0435 -1.2131
H11 0.8773 1.6576 -2.3659
H12 -0.5766 -1.4755 0.3165
H13 -1.6435 7.6408 -0.6817
H14 1.4513 -4.7522 1.0851
H15 1.6665 -6.1123 3.5968
H16 0.0582 -3.0154 -0.3314
H17 -6.6048 4.8190 -0.1199
H18 -2.9866 8.4748 -1.4634
H19 0.5386 -7.0626 2.6813
H20 -5.7996 6.2714 -0.7275
H21 1.1986 -6.4154 0.6963
H22 -0.8113 1.1820 -2.1920
H23 -2.1183 7.2162 -2.3553

HOMO level   -9.92 eV
Multiplicity   1
Relative energy (zero: lowest compared OMol25 entry of this formula, charge and spin)   0.0 kJ/mol
HOMO-LUMO gap   9.53 eV